This record from the OMol25 dataset describes a 8-piece molecular cluster, C24H54Cl12N2 overall. The level of theory is ωB97M-V/def2-TZVPD.

Structure (XYZ):
```
92
Properties=species:S:1:pos:R:3:forces:R:3
Cl -28.4493 -16.5905 -17.3328 0.18 -0.22 -0.20
C -30.0290 -16.6178 -18.1559 0.05 -3.15 -2.88
C -30.9322 -15.6778 -17.4404 -1.71 0.80 -0.98
Cl -30.3454 -13.9905 -17.5538 0.17 0.29 0.17
H -30.4461 -17.7018 -18.0560 0.61 2.03 0.26
H -29.8538 -16.6111 -19.3562 -0.50 0.92 2.94
H -30.9166 -16.0073 -16.3902 -0.47 0.45 -0.34
H -31.9782 -15.5366 -17.9135 1.62 -1.05 0.95
Cl -29.5154 -16.2845 -9.8339 0.47 -0.22 -0.35
C -28.0725 -16.0392 -8.8310 -1.80 2.53 2.21
C -27.7818 -17.1997 -7.9878 -1.82 1.36 2.55
Cl -26.4850 -16.9968 -6.8263 0.29 0.40 0.28
H -28.3043 -15.0988 -8.2598 0.16 -1.04 -0.22
H -27.1627 -15.8458 -9.2585 1.79 0.76 -2.47
H -27.5150 -17.9252 -8.5934 1.62 -3.73 -2.95
H -28.6560 -17.5742 -7.5134 -0.72 -0.04 0.90
Cl -32.3385 -19.3015 -19.1027 1.06 -1.30 0.00
C -31.2957 -20.8035 -18.6981 -0.46 4.41 2.77
C -30.1421 -20.5081 -17.8005 2.22 -0.71 -0.25
Cl -30.7303 -19.7392 -16.3047 0.26 0.15 0.08
H -31.0665 -21.3277 -19.4901 1.34 -2.11 -4.56
H -31.8792 -21.3608 -18.1180 -3.14 -2.30 2.02
H -29.4905 -19.7622 -18.4299 -0.32 -1.61 1.89
H -29.6516 -21.6038 -17.3637 -0.99 3.36 -1.88
Cl -33.4268 -12.4708 -13.5801 0.24 0.67 0.62
C -32.7824 -13.1430 -15.1005 -1.25 -2.70 1.21
C -33.9257 -14.1803 -15.5120 2.72 0.67 -2.64
Cl -34.2341 -15.3577 -14.3039 -0.35 -0.83 0.90
H -31.9093 -13.7761 -14.8118 -0.20 1.17 -0.64
H -32.6992 -12.2744 -15.7340 0.51 -0.39 -0.60
H -33.6540 -14.7801 -16.4569 -0.27 1.21 1.30
H -34.7483 -13.5527 -15.7196 -1.39 0.17 -0.12
Cl -32.5717 -19.9059 -12.6986 0.22 0.08 0.32
C -32.2423 -18.3107 -13.4409 2.86 -2.59 -1.83
C -30.8990 -17.7262 -12.9854 -1.67 -1.36 -0.71
Cl -30.4379 -16.2911 -13.7443 0.31 2.23 -1.31
H -32.9172 -17.6769 -13.1198 -3.76 2.94 1.67
H -32.4684 -18.4920 -14.5163 0.98 0.48 0.60
H -30.1003 -18.3534 -13.0686 1.96 -2.23 -1.01
H -30.8365 -17.5651 -11.9665 -0.88 0.52 2.31
Cl -27.9819 -19.4620 -11.6568 0.75 1.04 0.50
C -28.8010 -20.8661 -12.2177 -3.35 -2.06 3.88
C -28.0382 -22.1725 -11.7919 -2.20 1.67 -1.85
Cl -29.0298 -23.5903 -12.1831 -0.07 -0.27 -0.54
H -28.6985 -20.9346 -13.2159 -0.61 0.53 -3.65
H -29.9830 -20.8366 -11.7986 3.38 -0.22 -1.45
H -28.0760 -22.1818 -10.7669 1.38 -0.06 2.40
H -27.1629 -22.1208 -12.4179 0.77 -0.62 0.71
C -27.7742 -9.6236 -13.7402 -3.76 -0.71 -1.65
C -28.5563 -10.4965 -12.6632 -2.78 1.50 -2.83
N -28.3949 -11.9853 -12.9246 1.79 3.04 -3.02
C -28.7557 -12.8415 -11.9208 6.31 2.91 2.55
C -29.9144 -12.7214 -11.2054 1.82 5.80 8.55
C -28.7644 -12.4937 -14.2139 -1.05 4.61 -1.59
C -27.9236 -13.5756 -14.6284 -2.92 -5.45 -3.74
H -28.2148 -9.7953 -14.8026 0.47 0.56 1.80
H -26.8709 -10.0616 -13.8211 3.55 -1.11 -0.11
H -27.6871 -8.5455 -13.5796 -0.27 -0.32 0.38
H -29.7289 -10.3622 -13.0083 2.36 0.45 1.65
H -28.2794 -9.8576 -11.7201 -0.78 -2.68 -0.84
H -27.9401 -12.4359 -11.2822 -0.25 -0.72 1.26
H -28.4056 -13.8212 -11.9161 0.29 -2.01 -1.24
H -30.5704 -11.9426 -10.8868 0.30 2.39 -1.25
H -29.6960 -12.9085 -10.1024 0.02 -0.89 -1.12
H -30.5351 -13.3057 -11.4640 -8.48 -8.52 -3.28
H -28.5660 -11.8289 -15.0822 -0.11 0.96 1.07
H -29.8766 -12.5140 -14.2876 0.28 -1.20 -0.05
H -28.1267 -13.8405 -15.8623 0.79 0.76 3.55
H -28.3117 -14.4745 -14.1211 0.36 -0.34 -0.33
H -26.9144 -13.6075 -14.4114 2.10 0.94 0.30
C -37.7346 -19.8545 -18.7888 -1.21 -1.43 2.71
C -38.0149 -20.5885 -17.5087 0.30 1.05 3.59
N -37.0550 -20.1803 -16.3959 0.77 0.56 -2.40
C -37.5456 -20.0467 -15.0539 1.00 6.81 -3.37
C -38.3888 -21.0023 -14.5811 -3.16 -6.25 3.35
C -35.7755 -20.9103 -16.5313 -0.27 0.84 3.34
C -34.6280 -20.4886 -15.5520 1.27 -1.27 2.45
H -38.4929 -20.0860 -19.4129 -2.22 -1.44 -2.69
H -36.8381 -20.1726 -19.1121 3.17 -0.52 -1.69
H -37.8801 -18.8395 -18.7338 0.48 2.56 0.85
H -37.9980 -21.6630 -17.4161 0.20 -0.83 -1.43
H -39.0260 -20.3980 -17.1315 0.05 0.52 -0.10
H -38.2517 -19.1982 -14.9281 0.57 0.98 -1.50
H -36.7262 -19.5457 -14.5588 0.39 -1.12 1.23
H -38.8382 -21.7472 -15.2978 0.67 0.89 0.64
H -39.1778 -20.6863 -13.9021 -0.53 0.59 -0.52
H -37.8314 -21.5061 -13.8424 0.70 -2.15 0.83
H -35.3716 -20.9652 -17.4695 0.75 1.18 -2.91
H -35.9526 -21.9446 -16.4420 -0.35 -1.95 1.04
H -34.3358 -19.4441 -15.5638 0.06 0.32 -1.00
H -33.6107 -21.1422 -15.6114 -2.54 1.42 -0.28
H -34.8528 -20.5081 -14.3958 -0.12 -0.73 -2.20
```
Positions in Å, forces in eV/Å.

frontier orbital gap = 7.9 eV
E_HOMO = -7.6 eV
structure (SMILES) = CCN(CC)CC.CCN(CC)CC.ClCCCl.ClCCCl.ClCCCl.ClCCCl.ClCCCl.ClCCCl
DFT total energy = -179000.789 eV
total charge = 0
LUMO energy = 0.253 eV
2S+1 = 1
ΔE to the lowest compared entry with this formula, charge and spin = 0.00 kcal per mole

---

This record from the OMol25 dataset describes a 6-piece molecular cluster, C24H54Cl4F6N6O6P2 overall. The level of theory is ωB97M-V/def2-TZVPD.

Structure (XYZ):
```
102
Properties=species:S:1:pos:R:3:forces:R:3
Cl 10.3277 9.8525 15.6734 0.41 0.19 -0.29
C 9.5310 10.9664 14.5135 -0.14 0.01 0.06
C 8.1978 10.3765 14.1323 -0.40 0.83 -0.03
Cl 7.0769 10.2730 15.5247 0.14 -0.13 -0.15
H 10.1362 11.1531 13.6111 -0.10 -0.43 0.57
H 9.4130 11.9152 15.0325 -0.07 -0.04 0.01
H 8.2862 9.4194 13.6585 0.14 -0.65 0.08
H 7.7014 11.0275 13.4206 0.00 0.23 -0.12
Cl 13.3356 12.8846 16.2541 -0.16 0.12 -0.09
C 14.0799 11.2806 16.4581 0.51 -0.01 -0.08
C 14.2171 10.5839 15.1321 -0.76 0.30 0.19
Cl 15.0327 9.0357 15.3506 0.32 -0.21 -0.19
H 13.4335 10.6957 17.1016 0.20 0.03 0.33
H 15.0781 11.4519 16.8424 -0.04 -0.07 0.55
H 14.7653 11.1976 14.4318 0.06 -0.03 -0.29
H 13.2072 10.3716 14.8153 -0.06 -0.07 -0.57
O 12.7024 6.3765 21.0484 -0.63 0.59 0.07
P 13.0826 7.7941 20.8424 0.32 -0.82 0.02
N 11.8667 8.7258 20.1722 -0.57 0.52 1.14
C 12.0701 10.1636 19.8845 0.98 -0.76 0.02
C 10.4579 8.3681 20.3802 -0.71 1.22 -0.40
N 14.3387 8.0121 19.7779 -0.53 -0.25 -0.44
C 15.4562 7.1785 20.1321 1.43 -0.63 -0.53
C 13.9408 7.8362 18.4007 -1.82 0.76 -0.79
N 13.8397 8.3776 22.2040 -0.65 0.05 -0.56
C 14.4146 9.6952 22.2210 1.53 0.55 0.38
C 13.3204 7.9147 23.4760 0.17 -0.02 -0.10
H 11.4796 10.8467 20.4894 -0.50 -0.22 0.16
H 11.9055 10.3934 18.8154 -0.02 -0.10 0.38
H 13.1054 10.3860 20.1657 -0.14 0.11 -0.54
H 9.9178 9.0545 21.1067 0.82 -0.78 -0.49
H 10.2672 7.3319 20.6293 0.47 -0.12 0.20
H 9.9759 8.5528 19.4144 -0.25 -0.09 0.04
H 15.2589 6.0997 20.2769 -0.29 0.37 -0.42
H 16.2556 7.3128 19.3840 -0.37 -0.20 0.06
H 15.8882 7.5006 21.0461 0.30 0.42 0.96
H 13.5128 6.8457 18.1093 0.52 0.37 0.45
H 13.1104 8.5753 18.2111 0.91 -0.79 -0.15
H 14.7555 8.0983 17.7570 0.45 -0.07 -0.30
H 13.6651 10.4693 22.4114 0.16 0.22 0.02
H 15.1793 9.7075 23.0239 -0.59 0.18 0.05
H 15.0585 9.9682 21.3447 -1.08 -0.54 0.27
H 14.1145 8.0884 24.1965 -0.29 0.20 0.49
H 13.1662 6.8552 23.4158 -0.05 -0.58 -0.09
H 12.3471 8.3451 23.7448 0.30 0.34 0.26
O 19.6973 8.3036 10.9753 1.47 0.02 0.25
P 18.6501 9.2280 10.5317 1.08 -0.22 1.30
N 19.0902 10.0755 9.1753 -0.53 0.95 0.75
C 18.3702 11.3554 8.9586 -0.37 -1.31 -0.16
C 20.5167 10.2550 8.9320 -0.20 -1.06 -0.50
N 18.1412 10.2210 11.7828 0.11 -0.87 -1.61
C 19.0692 10.6079 12.7840 0.27 -0.13 1.38
C 16.7586 10.5848 11.8864 0.10 -0.34 0.97
N 17.3108 8.3954 10.1808 -0.85 0.21 -0.58
C 16.8762 7.5497 11.2888 -0.51 -0.04 -1.12
C 17.2105 7.8946 8.8552 -0.95 -1.15 -1.85
H 18.4682 11.5506 7.8963 0.10 0.67 -0.04
H 18.7206 12.1291 9.6247 0.47 0.53 -0.08
H 17.3006 11.2748 9.1704 0.09 -0.35 -0.11
H 20.9896 10.9774 9.5743 0.18 0.50 0.31
H 20.5579 10.5442 7.9028 0.45 0.63 -0.67
H 21.0753 9.3201 8.9778 -0.30 -0.05 0.36
H 18.8728 10.1372 13.7766 -0.09 0.29 -0.48
H 20.0852 10.3272 12.5383 0.09 -0.21 -0.30
H 19.0603 11.6812 12.8970 -0.03 0.56 0.27
H 16.7056 11.5836 12.2619 -0.28 0.80 0.52
H 16.3270 10.5894 10.9215 -0.64 -0.05 -0.90
H 16.1644 9.8917 12.5169 0.25 0.38 -0.07
H 17.2737 8.0081 12.1743 -0.34 -0.07 0.71
H 15.7771 7.5048 11.2313 0.31 -0.12 0.53
H 17.3043 6.5524 11.2101 0.02 -0.17 -0.04
H 17.7056 6.9135 8.6047 -0.06 0.80 0.67
H 17.5396 8.6258 8.1235 0.43 0.04 0.17
H 16.1681 7.7627 8.5500 -0.27 -0.22 0.38
C 14.3755 12.8931 20.1345 -1.31 -2.01 -1.88
C 14.9277 14.2162 19.7916 0.26 0.63 -0.91
O 14.5250 15.0619 20.8634 -0.39 1.32 0.20
C 14.5834 16.3739 20.6239 -0.75 -0.67 0.12
O 14.8881 16.9267 19.6093 0.23 -0.23 0.31
C 14.0257 17.1129 21.8634 -0.08 0.58 -0.58
F 13.7567 18.3626 21.4602 -0.40 -0.24 0.48
F 12.9155 16.5198 22.3403 0.38 0.44 -0.25
F 14.9136 17.1893 22.8476 0.21 -0.18 0.27
H 14.7409 12.0320 19.4959 0.15 1.09 0.70
H 13.2781 12.8561 19.9050 0.76 0.30 0.55
H 14.5455 12.6810 21.1646 0.09 -0.35 0.76
H 14.5796 14.6117 18.8155 0.11 -0.19 0.61
H 15.9971 14.2977 19.8276 0.73 -0.47 -0.41
C 8.2861 9.5596 10.0718 1.20 -0.66 1.06
C 9.5367 8.6502 10.0802 0.06 2.09 -0.33
O 10.4193 9.0537 11.1890 0.54 0.75 -1.05
C 11.4879 9.8101 10.8267 -0.82 -1.31 0.43
O 11.8308 10.1433 9.7378 -0.34 0.28 -0.16
C 12.3794 10.0480 12.0516 0.82 -0.79 0.18
F 12.2552 9.0333 12.9377 -0.06 0.92 -0.23
F 13.6524 10.0397 11.6282 -0.24 0.24 0.28
F 12.1437 11.2242 12.6532 -0.02 -0.33 -0.07
H 7.7805 9.4260 11.0323 -0.27 0.23 -0.29
H 7.6959 9.2388 9.2551 -1.00 -0.43 -0.69
H 8.5074 10.6101 9.8837 0.31 -0.06 0.22
H 10.0525 8.8256 9.1209 0.07 -0.52 0.55
H 9.3204 7.6175 10.2683 -0.17 -0.42 -0.03
```
Positions in Å, forces in eV/Å.

frontier orbital gap = 9.0 eV
E_HOMO = -8.7 eV
structure (SMILES) = CN(C)P(=O)(N(C)C)N(C)C.CN(C)P(=O)(N(C)C)N(C)C.CCOC(=O)C(F)(F)F.CCOC(=O)C(F)(F)F.ClCCCl.ClCCCl
DFT total energy = -131964.713 eV
total charge = 0
LUMO energy = 0.316 eV
2S+1 = 1

---

This record from the OMol25 dataset describes a 8-piece molecular cluster, C24H54O18S5 overall. The level of theory is ωB97M-V/def2-TZVPD.

Structure (XYZ):
```
101
Properties=species:S:1:pos:R:3:forces:R:3
C -17.6724 -16.1592 25.1084 0.52 -0.31 -1.22
C -18.3227 -16.0516 26.4778 -1.00 1.00 -0.14
C -19.8177 -16.3087 26.2043 -0.23 -0.75 -0.37
S -19.8844 -17.6158 24.9526 0.36 0.77 -0.62
O -20.6641 -17.1384 23.8209 0.16 -0.55 0.65
O -20.1701 -18.8663 25.6183 0.07 0.13 -0.44
C -18.1134 -17.4885 24.4949 -0.43 -0.77 1.23
H -16.5826 -16.1030 25.0812 0.01 -0.05 0.44
H -17.9784 -15.3747 24.4121 -0.30 0.25 0.41
H -18.2855 -15.0332 26.8680 0.41 0.01 -0.01
H -17.8764 -16.7040 27.2251 -0.16 -0.32 -0.12
H -20.3158 -15.4780 25.7064 0.26 0.25 0.15
H -20.4636 -16.6674 27.0029 0.30 0.09 0.28
H -17.9528 -17.6503 23.4347 -0.19 0.21 -0.07
H -17.6780 -18.3158 25.0631 0.18 -0.02 -0.19
C -14.9022 -15.3321 27.5743 0.92 0.03 -0.58
C -14.5450 -14.0682 28.3653 0.25 0.60 0.89
C -13.0534 -13.7818 28.2645 1.15 -1.11 -0.44
S -12.2825 -15.4275 28.1265 -0.27 -0.86 0.46
O -11.7428 -15.8690 29.4006 -0.17 0.52 -0.67
O -11.4309 -15.4812 26.9485 -0.37 0.17 0.40
C -13.8180 -16.3785 27.8089 0.81 0.62 0.54
H -14.8298 -15.0871 26.5130 -0.66 -0.02 0.03
H -15.8519 -15.7663 27.8691 -0.25 0.33 -0.28
H -14.7503 -14.1945 29.4315 -0.25 -0.13 -0.06
H -15.0664 -13.1676 28.0430 -0.31 -0.22 -0.13
H -12.5319 -13.3755 29.1291 -0.44 0.30 0.12
H -12.7023 -13.2769 27.3642 -0.38 0.17 -0.04
H -14.0143 -16.9409 28.7194 0.21 -0.19 -0.08
H -13.5434 -17.0086 26.9677 -0.38 -0.16 -0.02
C -15.1980 -8.9629 27.3756 -0.17 0.74 0.48
C -15.8682 -9.3885 28.7039 0.55 -0.32 -0.12
C -16.6222 -8.1853 29.2589 -0.24 0.18 -0.33
S -17.1892 -7.2401 27.8077 0.24 0.31 -0.50
O -16.5992 -5.9116 27.8520 -0.41 -0.69 0.07
O -18.6148 -7.4104 27.6126 0.64 0.16 0.27
C -16.3003 -8.2316 26.6004 0.03 -1.37 -0.46
H -14.7620 -9.7978 26.8348 -0.25 -0.09 -0.11
H -14.3762 -8.2805 27.6117 -0.02 0.07 0.00
H -15.0877 -9.7428 29.3794 -0.12 0.14 0.23
H -16.5419 -10.2364 28.5701 -0.10 0.09 -0.26
H -15.9838 -7.5132 29.8274 -0.02 0.03 0.01
H -17.5273 -8.4273 29.8104 0.10 -0.06 0.14
H -16.0179 -7.7181 25.6844 0.14 0.54 0.36
H -16.9689 -9.0244 26.2497 -0.38 0.24 0.17
C -10.9918 -9.0244 22.4645 0.48 -0.23 -0.21
C -10.7792 -8.7632 20.9736 -0.58 -0.44 -0.60
C -12.0659 -8.0641 20.5253 0.04 0.74 -0.21
S -13.3623 -9.1095 21.1513 0.68 0.71 -0.67
O -13.4684 -10.2012 20.1871 -0.35 0.33 1.05
O -14.5337 -8.2977 21.4815 0.69 -0.88 -0.05
C -12.3729 -9.6414 22.5960 -1.27 0.14 0.24
H -10.8783 -8.0881 23.0110 -0.27 -0.05 0.14
H -10.2972 -9.7529 22.8849 0.23 0.18 -0.14
H -10.7588 -9.7303 20.4601 0.20 0.03 -0.05
H -9.8855 -8.2199 20.6795 0.03 0.14 0.30
H -12.2353 -7.9318 19.4574 0.16 -0.34 -0.07
H -12.1850 -7.0679 20.9593 0.06 -0.12 0.27
H -12.3839 -10.7287 22.5296 0.24 0.00 0.14
H -12.8897 -9.3017 23.4934 -0.14 -0.20 -0.04
C -14.9163 -14.3090 22.9543 0.13 0.73 -0.30
C -14.8328 -12.8855 22.4061 -0.30 -0.45 -0.42
O -15.6550 -12.1188 23.2904 -0.10 -0.01 1.11
S -15.6866 -12.7342 24.7751 -0.17 -0.30 -1.36
O -17.0365 -13.0308 25.1253 0.45 0.10 0.04
O -14.9025 -11.9080 25.6346 0.15 -0.71 -0.05
O -14.9209 -14.1313 24.3837 -0.20 1.13 0.74
H -14.0370 -14.8804 22.6782 -0.16 -0.20 0.06
H -15.8584 -14.7572 22.6393 0.10 -0.27 0.06
H -15.3131 -12.8002 21.4356 0.27 -0.09 -0.10
H -13.8183 -12.4903 22.3656 -0.01 -0.01 0.16
C -12.4691 -13.4348 19.8734 0.75 1.26 -0.24
C -12.8298 -12.7951 18.5392 -0.29 -0.64 -0.85
O -13.2190 -13.8069 17.5783 0.28 0.22 0.35
O -13.3563 -14.4325 20.2999 -0.56 -0.18 -0.17
H -12.4854 -12.5653 20.5420 0.01 -0.49 0.42
H -11.4388 -13.8185 19.8839 -0.13 0.01 -0.18
H -12.0055 -12.2224 18.1039 0.17 0.01 0.40
H -13.6548 -12.0888 18.6249 -0.17 -0.30 0.13
H -12.3940 -14.1406 17.2083 -0.19 -0.14 -0.12
H -13.6055 -14.9398 19.5082 0.05 0.21 0.17
C -10.0937 -14.0319 24.1083 0.13 -0.55 0.42
C -10.2638 -14.0571 22.6019 0.11 -0.17 -0.12
O -10.3087 -12.7053 22.1186 0.00 -0.21 -0.10
O -9.9674 -15.3490 24.6097 0.02 -0.14 -0.38
H -10.9140 -13.5294 24.6295 -0.05 0.25 -0.30
H -9.1628 -13.4851 24.3002 -0.10 0.13 0.16
H -11.1313 -14.6294 22.2587 -0.29 0.35 0.23
H -9.4192 -14.5952 22.1588 0.10 0.10 0.14
H -9.4587 -12.5422 21.7036 -0.04 0.19 -0.02
H -10.5716 -15.4901 25.3531 0.21 0.16 -0.07
C -16.8924 -10.3905 20.7880 -0.68 1.26 -0.29
C -17.7908 -9.9261 21.9230 -0.72 -1.30 -0.21
O -17.2725 -8.8922 22.7204 0.20 -0.16 -0.06
O -16.7402 -9.3168 19.8471 0.38 -0.16 0.10
H -17.4278 -11.1610 20.2305 0.25 -0.32 0.21
H -15.9244 -10.7181 21.1636 0.00 -0.15 -0.12
H -18.0242 -10.8222 22.5166 0.39 0.25 0.45
H -18.7788 -9.6956 21.5033 0.18 0.56 -0.15
H -16.6336 -8.4155 22.1755 -0.06 0.10 0.14
H -15.9531 -8.8137 20.0936 -0.13 -0.08 -0.06
```
Positions in Å, forces in eV/Å.

frontier orbital gap = 9.7 eV
E_HOMO = -9.8 eV
structure (SMILES) = O=S1(=O)CCCC1.O=S1(=O)CCCC1.O=S1(=O)CCCC1.O=S1(=O)CCCC1.O=S1(=O)OCCO1.OCCO.OCCO.OCCO
DFT total energy = -116791.012 eV
total charge = 0
LUMO energy = -0.115 eV
2S+1 = 1
ΔE to the lowest compared entry with this formula, charge and spin = 46.93 kcal per mole